i | The following is a quantum chemistry calculation of a gas-phase ion, C2H4NS (charge +1), from the OMol25 dataset.

Its total charge is +1. The calculation puts the HOMO energy at -14.77 eV. The value obtained for the HOMO-LUMO gap is 10.439 eV. The multiplicity is 1.

Atoms and positions in Å:
S  -1.8442  -0.0395  -0.1535
H  0.2274  -0.0164  -1.6222
H  0.0366  -1.4686  1.1032
C  -0.2775  0.6894  0.3560
H  -0.0028  1.7252  0.9298
N  0.5485  -0.1367  -0.5423
H  1.5376  0.0003  -0.5453
C  -0.2256  -0.7537  0.4744

---

ii | The following is a quantum chemistry calculation of a gas-phase ion, C2H4NS (charge +1), from the OMol25 dataset.

Its total charge is +1. The calculation puts the HOMO energy at -14.52 eV. The value obtained for the HOMO-LUMO gap is 6.991 eV. The multiplicity is 1.

Atoms and positions in Å:
N  -1.2240  0.0508  0.0083
S  2.7242  0.0480  0.0325
H  0.7682  -1.5001  0.0477
H  0.0755  1.5122  0.1050
C  1.1139  -0.3927  0.0108
H  -1.4936  -0.9279  -0.0758
C  0.0247  0.5079  0.0089
H  -1.9888  0.7018  -0.1374

---

Stability ranking, top entry: ii; the second entry is 46.8 kcal/mol less favorable.

---

i | The following is a quantum chemistry calculation of a single C3H4F2S2 molecule, from the OMol25 dataset.

The calculation puts the HOMO energy at -9.07 eV. The value obtained for the HOMO-LUMO gap is 8.287 eV. The multiplicity is 1.

Atoms and positions in Å:
S  -0.4277  0.8806  2.7487
H  -0.9553  0.5171  -1.7377
H  0.8011  0.2134  -1.8772
H  0.1391  -1.8486  1.9354
C  -0.0375  -1.2459  0.9605
F  -1.0898  -1.7654  0.3237
C  0.0434  0.9130  -1.6434
S  0.2389  1.6203  0.0283
F  1.1231  -1.4791  0.2211
H  0.1880  1.8733  -2.2403
C  -0.0233  0.3213  1.2808

---

ii | The following is a quantum chemistry calculation of a molecular structure, C3H4F2S2, from the OMol25 dataset.

The calculation puts the HOMO energy at -9.14 eV. The value obtained for the HOMO-LUMO gap is 8.316 eV. The multiplicity is 1.

Atoms and positions in Å:
C  1.9306  0.9295  0.0990
C  0.1454  -1.2154  -0.1458
H  1.9836  -0.3047  0.6903
H  -0.6973  -1.9758  -0.3403
S  -2.2169  -0.0413  -0.0217
C  -0.5752  0.0932  0.0749
S  0.1632  1.4978  -0.0084
F  0.8335  -1.3189  1.2143
H  2.8076  1.5596  0.7134
F  1.1356  -1.1641  -1.1789
H  2.0389  0.9192  -1.0691

---

Stability ranking, top entry: i; the second entry is 61.2 kcal/mol less favorable.

---

i | The following is a quantum chemistry calculation of a gas-phase ion, C5H10N2 (charge +2), from the OMol25 dataset.

Its total charge is +2. The calculation puts the HOMO energy at -21.83 eV. The value obtained for the HOMO-LUMO gap is 10.788 eV. The multiplicity is 1.

Atoms and positions in Å:
C  0.9515  1.0623  1.6605
C  0.0701  -0.0415  1.6117
H  -2.3209  -1.0499  0.4354
N  -0.4410  -0.2812  0.4358
H  1.9297  1.8136  -0.0054
N  1.1795  1.1897  0.2541
H  -0.2670  -0.6542  2.5164
C  0.3763  0.3889  -0.4345
H  0.3836  1.9627  2.0264
H  1.8793  0.9823  2.2851
H  1.2153  -0.3356  -2.1673
H  0.0347  1.1153  -2.3463
H  -0.9195  -2.3470  0.5384
C  0.3018  0.2226  -1.8590
H  -1.3006  -1.3918  -0.9852
C  -1.3468  -1.3547  0.1109
H  -0.5784  -0.4351  -2.1481

---

ii | The following is a quantum chemistry calculation of a gas-phase ion, C5H10N2 (charge +2), from the OMol25 dataset.

Its total charge is +2. The calculation puts the HOMO energy (spin up / spin down) at -18.05 / -16.71 eV. The value obtained for the HOMO-LUMO gap (spin up / spin down) is 8.690 / 6.026 eV. The multiplicity is 1.

Atoms and positions in Å:
H  2.1170  2.0398  -0.2603
C  1.2589  -0.5412  -0.3633
H  2.2592  -2.0622  0.7161
H  1.6540  -0.4831  -1.3820
C  1.3305  -1.8340  0.1389
H  -3.7633  -0.0130  -1.0457
C  -0.9818  0.5616  -0.0150
C  0.4482  0.5735  0.2346
N  -2.0550  0.0816  0.0255
H  0.3754  0.4256  1.3646
H  0.7595  -2.1541  0.9749
C  -3.3128  -0.1457  -0.0339
H  0.5637  2.1004  -0.9707
H  1.5619  -2.6725  -0.6543
H  0.7966  2.6986  0.5824
H  -4.0998  -0.5208  0.7388
N  1.0880  1.9454  -0.0505

---

iii | The following is a quantum chemistry calculation of 2 unconnected molecules or ions with the total composition C5H10N2, from the OMol25 dataset.

Its total charge is +2. The calculation puts the HOMO energy at -20.74 eV. The value obtained for the HOMO-LUMO gap is 9.178 eV. The multiplicity is 1.

Atoms and positions in Å:
H  -2.8762  -0.6527  1.2155
H  -0.0307  -1.8210  2.2756
H  3.2960  0.8958  -1.3137
C  -0.1330  -0.7799  1.9031
N  -1.0353  -0.5150  0.7387
C  0.4616  1.3850  -1.5019
H  -2.5744  -0.5030  -0.4932
H  -2.2712  -2.0313  0.3557
C  0.1830  -0.3643  0.5517
N  1.3184  0.6158  -0.8236
H  0.2360  1.0673  -2.5900
H  -0.4459  1.6062  -0.9789
H  1.0462  2.2686  -1.8403
H  2.6765  -0.4158  0.0383
C  2.5326  0.3788  -0.6914
H  -0.0889  -0.1370  2.7448
C  -2.2947  -0.9976  0.4097

---

Stability ranking, top entry: i; the second entry is 92.2 kcal/mol less favorable.

---

i | The following is a quantum chemistry calculation of 2 unconnected molecules or ions with the total composition C2H6NP, from the OMol25 dataset.

The calculation puts the HOMO energy at -9.64 eV. The value obtained for the HOMO-LUMO gap is 9.396 eV. The multiplicity is 1.

Atoms and positions in Å:
N  1.6195  -1.6789  0.1125
H  -1.5330  1.3746  1.1392
H  -1.3083  -0.9118  -1.0317
H  -1.3415  1.4661  -0.7008
P  1.9922  -0.2884  -0.0578
C  -1.3503  -0.5589  -0.0290
C  -1.3556  0.7636  0.1651
H  2.6962  0.5481  0.8017
H  -1.3286  -1.3923  0.7162
H  1.9093  0.6779  -1.1155

---

ii | The following is a quantum chemistry calculation of 2 unconnected molecules or ions with the total composition C2H6NP, from the OMol25 dataset.

The calculation puts the HOMO energy at -9.32 eV. The value obtained for the HOMO-LUMO gap is 9.906 eV. The multiplicity is 1.

Atoms and positions in Å:
H  1.4079  -1.1504  1.0917
H  0.3442  1.2686  -1.4927
H  -0.1467  1.4289  0.4705
C  -0.8412  -0.3614  -0.2675
H  -2.6564  -1.0159  0.1844
H  2.4767  0.8708  0.6238
H  -0.6958  -1.2391  -0.8508
N  -1.9736  -0.1503  0.2625
P  1.8437  -0.2383  0.0510
C  0.2412  0.5873  -0.0729

---

Stability ranking, top entry: ii; the second entry is 29.3 kcal/mol less favorable.

---

i | The following is a quantum chemistry calculation of 2 unconnected molecules or ions with the total composition C2H6NP, from the OMol25 dataset.

The calculation puts the HOMO energy (spin up / spin down) at -7.82 / -7.81 eV. The value obtained for the HOMO-LUMO gap (spin up / spin down) is 7.132 / 7.106 eV. The multiplicity is 1.

Atoms and positions in Å:
H  0.9603  -1.6112  -0.2781
H  -2.6912  0.0160  0.4899
H  -2.6866  0.7756  -1.2040
H  -0.6132  1.1458  0.6854
C  -2.1896  0.7007  -0.2218
C  1.8047  -0.9497  0.0708
H  1.9846  -1.1844  1.1752
H  2.7969  -1.1397  -0.4148
P  1.7618  0.9225  -0.1520
N  -1.1278  1.3245  -0.1508

---

ii | The following is a quantum chemistry calculation of a molecular structure, C2H6NP, from the OMol25 dataset.

The calculation puts the HOMO energy at -9.29 eV. The value obtained for the HOMO-LUMO gap is 10.337 eV. The multiplicity is 1.

Atoms and positions in Å:
H  -0.3561  -0.0196  1.6336
P  -1.8896  -0.1054  -0.1570
H  -1.5085  -0.2819  -1.4374
H  -0.3217  1.6989  0.7287
H  1.2846  0.8717  -1.1586
N  1.3570  -0.7486  0.2190
H  2.2435  -0.9534  -0.2230
C  -0.3270  0.7105  0.4501
C  0.9254  0.3437  -0.2357
H  -1.4076  -1.5160  0.1803

---

Stability ranking, top entry: ii; the second entry is 30.8 kcal/mol less favorable.

---

i | The following is a quantum chemistry calculation of 2 unconnected molecules or ions with the total composition C7H13NO2, from the OMol25 dataset.

The calculation puts the HOMO energy at -9.69 eV. The value obtained for the HOMO-LUMO gap is 10.541 eV. The multiplicity is 1.

Atoms and positions in Å:
N  2.0615  0.4148  2.1548
H  -1.2738  -0.9419  -1.1595
O  0.3213  1.8499  1.9663
H  -1.7785  0.6681  0.6712
H  2.3767  -0.5370  2.1826
C  -0.1084  -0.4202  2.3760
H  2.7151  1.1377  1.9010
C  -1.6513  1.0157  -0.3478
C  -0.5703  0.5441  -2.5660
H  -1.5036  -2.1431  2.7647
H  1.4039  -1.3565  -1.8087
H  0.5773  -2.1579  -0.4511
C  -0.7785  0.0442  -1.1343
O  0.4631  -0.0936  -0.4525
C  -0.8553  -1.3362  2.5819
H  2.0812  -1.2481  -0.1684
C  0.7413  0.7280  2.1220
H  -1.1746  1.9913  -0.3159
H  0.0074  1.4616  -2.5508
H  -2.6280  1.1015  -0.8198
H  -0.0460  -0.1896  -3.1748
H  -1.5350  0.7430  -3.0257
C  1.1546  -1.2756  -0.7451

---

ii | The following is a quantum chemistry calculation of a single C7H13NO2 molecule, from the OMol25 dataset.

The calculation puts the HOMO energy at -9.96 eV. The value obtained for the HOMO-LUMO gap is 10.756 eV. The multiplicity is 1.

Atoms and positions in Å:
N  2.4711  2.1436  1.2797
H  -1.8789  1.7757  0.6640
H  1.4619  -2.5029  -0.5022
H  1.8318  -1.1459  0.5912
C  -1.9251  0.8179  0.1641
O  0.5225  0.5641  1.1768
C  -0.0264  -0.9280  -0.5950
C  1.0698  -1.7658  0.1309
H  0.7940  -2.3226  1.1154
H  0.5580  2.4479  0.3272
H  -2.5264  0.8985  -0.8141
O  -0.9595  -1.9243  -1.1617
H  1.4155  -0.2718  -2.1763
C  1.2580  1.7483  0.8779
C  -1.9997  -0.2064  1.1670
C  -0.7333  -0.0277  0.4134
H  -0.2621  0.3490  -2.2599
H  -0.4202  -2.6001  -1.6725
H  -2.7181  -1.0208  0.9990
H  2.6169  3.0187  0.7183
H  -1.9138  -0.0828  2.3125
H  0.8127  0.9777  -1.0888
C  0.5511  0.0576  -1.6666

---

Stability ranking, top entry: i; the second entry is 43.8 kcal/mol less favorable.